Entry 1:
Below is a structure of composition C42H36N7OPtS4Sb at a distorted geometry, with properties calculated with ωB97M-V/def2-TZVPD.

Properties
Relative energy (zero: lowest compared OMol25 entry of this formula, charge and spin), eV: 1.154
HOMO-LUMO gap (spin up / spin down), Ha: 0.1943 / 0.1948
E_LUMO (spin up / spin down), eV: -1.75 / -1.72
Electronic energy, eV: -109743.3574

Structure (ORCA input):
```
! wB97M-V def2-TZVPD RIJCOSX def2/J DEFGRID3
* xyz 0 1
Pt 1.41 0.41 0.91
C -8.23 3.76 -8.73
O -7.55 4.61 -7.82
C -6.65 4.05 -6.98
C -5.97 4.94 -6.14
C -5.04 4.46 -5.25
C -4.75 3.10 -5.18
C -5.43 2.23 -6.02
C -6.38 2.69 -6.92
C -3.76 2.56 -4.25
N -3.42 1.29 -4.16
C -2.45 1.24 -3.18
C -2.22 2.50 -2.67
N -3.06 3.34 -3.36
C -1.31 2.74 -1.62
C -1.11 4.02 -1.07
C -0.25 4.18 -0.03
C 0.39 3.04 0.47
N 0.24 1.83 -0.04
C -0.60 1.62 -1.11
C -0.76 0.32 -1.73
N -0.40 -2.37 -0.90
C -1.37 -2.88 -1.57
C -2.02 -2.41 -2.79
C -2.11 -1.16 -3.30
C -1.72 0.12 -2.71
H -8.87 4.41 -9.33
H -8.85 3.03 -8.19
H -7.53 3.24 -9.38
H -6.20 5.99 -6.21
H -4.53 5.18 -4.62
H -5.21 1.17 -5.96
H -6.89 1.99 -7.55
H -3.16 4.33 -3.25
H -1.64 4.87 -1.48
H -0.06 5.14 0.43
H 1.08 3.11 1.31
H -1.72 -3.85 -1.21
H -2.54 -3.19 -3.33
H -2.70 -1.05 -4.20
C 5.47 -2.68 5.48
C 4.21 -3.50 5.48
C 4.03 -4.54 6.39
C 2.87 -5.30 6.40
C 1.88 -5.04 5.48
C 2.04 -4.02 4.54
C 3.20 -3.25 4.56
N 3.41 -2.21 3.62
C 2.44 -1.44 3.03
N 1.35 -1.20 3.79
C 0.08 -0.71 3.39
C -0.11 -0.08 2.16
C -1.44 0.25 1.86
C -2.49 0.02 2.74
C -2.24 -0.55 3.97
C -0.95 -0.93 4.32
C -0.69 -1.57 5.66
N 2.62 -0.94 1.84
C 3.83 -1.31 1.16
C 3.77 -2.32 0.21
C 4.92 -2.67 -0.49
C 6.11 -2.01 -0.22
C 6.15 -1.00 0.73
C 5.01 -0.63 1.44
C 5.06 0.48 2.45
H 6.09 -2.92 6.34
H 5.24 -1.61 5.51
H 6.07 -2.86 4.58
H 4.82 -4.74 7.11
H 2.75 -6.09 7.13
H 0.97 -5.63 5.46
H 1.29 -3.85 3.79
H 4.30 -2.21 3.15
H 1.40 -1.60 4.71
H -1.68 0.71 0.91
H -3.49 0.29 2.45
H -3.04 -0.72 4.68
H -1.60 -1.59 6.25
H 0.06 -1.01 6.24
H -0.34 -2.60 5.57
H 2.82 -2.80 0.02
H 4.87 -3.45 -1.24
H 7.00 -2.27 -0.77
H 7.08 -0.47 0.91
H 5.91 1.13 2.26
H 5.14 0.10 3.47
H 4.15 1.09 2.40
S 3.18 -0.06 -4.01
Sb 2.63 1.69 -2.60
S 3.29 1.33 -0.39
S 0.42 -0.97 -1.39
S 3.50 3.64 -3.41
*
```

Atomic partial charges in e from the Mulliken method, atoms 1 to 4: 0.055 -0.838 -0.458 0.966

=====

Entry 2:
Below is the molecule C13H20 at a distorted geometry, with properties calculated with ωB97M-V/def2-TZVPD.

Properties
Relative energy (zero: lowest compared OMol25 entry of this formula, charge and spin), eV: 0.000
HOMO-LUMO gap (spin up / spin down), Ha: 0.2816 / 0.3105
E_LUMO (spin up / spin down), eV: 0.90 / -0.65
Electronic energy, eV: -13796.5404

Structure (ORCA input):
```
! wB97M-V def2-TZVPD RIJCOSX def2/J DEFGRID3
* xyz 0 3
C 2.41 -2.37 0.48
C 2.08 -1.04 -0.16
C -1.48 -1.80 0.90
C 0.84 -0.57 -0.06
C -0.47 -1.02 0.32
C -2.66 -2.34 -0.10
C -0.33 0.30 -0.43
C 3.24 -0.24 -0.53
C -3.51 -1.71 -0.86
C -0.76 0.32 -1.91
C -1.93 2.13 0.68
C 0.58 1.83 1.36
C -0.47 1.71 0.24
H 1.55 -2.75 1.22
H 2.34 -3.22 -0.34
H -1.15 -2.76 1.36
H -2.20 -1.41 1.67
H 3.74 -0.73 -1.50
H 3.27 0.76 -1.01
H 4.00 -0.41 0.28
H -4.28 -2.28 -1.43
H 3.41 -2.42 0.82
H -3.83 -0.65 -0.93
H 0.00 0.52 -2.61
H -1.48 1.11 -1.99
H -1.53 -0.43 -2.19
H -2.10 1.45 1.63
H -2.60 1.93 -0.18
H -2.09 3.14 0.83
H 0.11 1.57 2.25
H 0.93 2.85 1.32
H 1.48 1.29 1.18
H -0.05 2.49 -0.60
*
```

Atomic partial charges in e from the Mulliken method, atoms 1 to 4: -1.317 1.435 -0.248 -0.489

=====

Entry 3:
Below is a cluster of 6 separate species, C11H27F6N6O8 in total at a distorted geometry, with properties calculated with ωB97M-V/def2-TZVPD.

Properties
Relative energy (zero: lowest compared OMol25 entry of this formula, charge and spin), eV: 3.813
HOMO-LUMO gap, Ha: 0.2448
E_LUMO, eV: 2.21
Electronic energy, eV: -53470.8531

Structure (ORCA input):
```
! wB97M-V def2-TZVPD RIJCOSX def2/J DEFGRID3
* xyz -1 1
O 8.24 0.47 -16.61
H 7.31 0.53 -16.83
H 8.74 1.28 -16.79
H 8.28 0.35 -15.65
C 4.62 0.41 -17.06
O 5.19 0.92 -18.28
O 5.65 0.48 -16.00
C 3.24 1.16 -16.77
F 2.66 0.74 -15.56
F 3.33 2.50 -16.58
F 2.30 0.90 -17.70
C 5.11 0.06 -19.43
C 5.35 0.87 -20.74
H 4.35 1.23 -20.99
H 5.95 1.77 -20.61
H 5.74 0.25 -21.54
H 4.19 -0.53 -19.54
H 5.93 -0.65 -19.47
H 4.37 -0.64 -17.16
C 8.56 -1.29 -13.30
O 10.01 -1.15 -13.24
O 8.27 0.01 -13.75
C 8.39 -2.47 -14.29
F 7.23 -2.40 -14.97
F 9.23 -2.76 -15.29
F 8.31 -3.57 -13.52
C 10.65 -1.26 -11.91
C 12.19 -1.08 -12.09
H 12.43 -0.07 -12.42
H 12.76 -1.37 -11.21
H 12.61 -1.69 -12.89
H 10.62 -2.31 -11.61
H 10.26 -0.62 -11.12
H 8.18 -1.61 -12.33
C 6.94 4.13 -17.82
O 7.65 3.29 -17.40
N 7.37 5.38 -17.81
N 5.82 3.81 -18.44
H 7.11 5.96 -18.60
H 8.31 5.47 -17.46
H 5.36 4.56 -18.95
H 5.71 2.81 -18.52
C 10.02 3.30 -14.05
O 10.58 4.37 -14.24
N 8.98 2.82 -14.67
N 10.33 2.38 -13.17
H 8.52 3.40 -15.36
H 8.47 2.13 -14.14
H 9.94 1.45 -13.29
H 11.11 2.62 -12.59
C 11.58 1.89 -17.77
O 10.44 1.66 -17.24
N 11.83 2.86 -18.52
N 12.66 1.21 -17.42
H 11.08 3.54 -18.47
H 12.40 2.84 -19.34
H 13.41 1.35 -18.08
H 12.68 0.41 -16.81
*
```

Atomic partial charges in e from the Mulliken method, atoms 1 to 4: 0.062 0.536 0.445 0.410

=====

Entry 4:
Below is a cluster of 13 separate species, C26H78O13 in total at a distorted geometry, with properties calculated with ωB97M-V/def2-TZVPD.

Properties
Relative energy (zero: lowest compared OMol25 entry of this formula, charge and spin), eV: 1.789
HOMO-LUMO gap, Ha: 0.3370
E_LUMO, eV: 0.01
Electronic energy, eV: -54841.8799

Structure (ORCA input):
```
! wB97M-V def2-TZVPD RIJCOSX def2/J DEFGRID3
* xyz 0 1
C 0.76 2.36 -3.13
C 2.08 1.65 -3.28
O 2.28 0.78 -2.17
H 0.53 2.97 -4.01
H 0.72 3.09 -2.31
H 0.00 1.61 -2.94
H 2.93 2.32 -3.39
H 2.00 1.04 -4.19
H 2.82 0.02 -2.44
C -0.44 -0.22 -0.28
C 0.58 0.08 0.83
O 1.38 1.20 0.48
H -1.23 0.54 -0.36
H -0.84 -1.23 -0.24
H 0.09 -0.07 -1.23
H 1.21 -0.81 0.97
H 0.04 0.32 1.75
H 1.71 1.00 -0.42
C -1.33 -4.88 -1.38
C -2.67 -4.19 -1.14
O -2.57 -3.14 -0.19
H -0.59 -4.25 -1.87
H -1.50 -5.71 -2.08
H -0.95 -5.40 -0.50
H -3.37 -4.97 -0.81
H -3.04 -3.78 -2.08
H -2.23 -3.52 0.63
C -2.80 0.61 3.00
C -3.82 1.66 2.58
O -3.73 1.84 1.17
H -1.79 0.94 2.76
H -3.02 -0.39 2.63
H -2.73 0.53 4.10
H -3.56 2.60 3.07
H -4.82 1.35 2.90
H -3.82 0.96 0.76
C -2.11 -1.42 -3.48
C -2.21 -2.35 -4.67
O -2.85 -1.69 -5.73
H -1.49 -0.56 -3.75
H -1.64 -1.92 -2.64
H -3.12 -1.13 -3.18
H -2.72 -3.28 -4.36
H -1.20 -2.69 -4.95
H -2.91 -2.28 -6.48
C 4.27 -1.00 0.84
C 4.49 -2.52 0.76
O 4.91 -2.95 2.05
H 3.67 -0.64 0.01
H 5.23 -0.49 0.83
H 3.73 -0.74 1.75
H 5.24 -2.74 0.00
H 3.53 -3.01 0.54
H 4.87 -3.91 2.10
C -1.67 4.92 0.97
C -0.83 3.71 0.61
O -0.34 3.17 1.82
H -1.11 5.53 1.68
H -2.60 4.61 1.45
H -1.93 5.55 0.12
H 0.01 4.01 -0.02
H -1.40 3.00 -0.01
H 0.33 2.50 1.61
C 1.52 -2.81 -2.96
C 2.99 -2.66 -3.28
O 3.62 -1.76 -2.37
H 1.10 -3.67 -3.50
H 0.90 -1.95 -3.21
H 1.38 -3.04 -1.90
H 3.08 -2.29 -4.31
H 3.48 -3.63 -3.21
H 4.57 -1.91 -2.39
C 2.95 1.27 3.58
C 4.37 1.52 4.04
O 4.73 2.86 3.66
H 2.77 1.72 2.61
H 2.24 1.67 4.30
H 2.72 0.20 3.56
H 5.02 0.77 3.57
H 4.50 1.47 5.12
H 5.62 3.01 3.99
C 0.13 -1.30 5.56
C 0.06 -2.82 5.77
O 0.62 -3.18 7.04
H -0.62 -0.78 6.15
H 0.02 -1.09 4.49
H 1.13 -0.96 5.85
H 0.58 -3.35 4.98
H -0.99 -3.13 5.75
H 0.02 -2.84 7.72
C -3.09 2.19 -2.51
C -4.41 2.91 -2.25
O -4.44 3.59 -1.02
H -2.92 1.93 -3.56
H -3.04 1.24 -1.98
H -2.23 2.80 -2.23
H -5.22 2.18 -2.32
H -4.57 3.65 -3.04
H -4.18 2.98 -0.30
C 4.63 2.56 0.24
C 5.20 2.24 -1.14
O 6.62 2.39 -1.18
H 4.93 3.53 0.63
H 4.98 1.81 0.95
H 3.54 2.57 0.15
H 4.71 2.87 -1.89
H 4.98 1.21 -1.42
H 6.79 3.34 -1.10
C -6.23 -0.01 -0.40
C -5.25 -1.08 0.08
O -3.88 -0.68 -0.10
H -6.35 -0.03 -1.49
H -6.00 1.00 -0.08
H -7.21 -0.32 -0.02
H -5.44 -1.99 -0.48
H -5.47 -1.24 1.14
H -3.43 -1.53 -0.26
*
```

Atomic partial charges in e from the Mulliken method, atoms 1 to 4: -0.693 -0.371 -0.080 0.543